Computed, not measured: a molecular structure, C39H50N9P2Rh, with the ωB97M-V functional and the def2-TZVPD basis.

Each line ends with the Löwdin charge.
Geometry (Å):
Rh1 0.06768 0.03934 0.09189  1.003
P1 -1.40502 1.71549 3.05516  1.181
P2 0.33598 -2.56976 -0.42945  1.115
N1 -1.05437 4.14882 1.68216  -0.111
N2 0.78247 0.57995 4.38645  -0.106
N3 5.41008 2.64578 -2.27003  0.164
N4 -1.29592 7.44980 -5.17643  0.181
N5 0.78384 0.13350 2.23811  -0.050
N6 -3.70001 0.27216 2.39109  -0.112
N7 1.79720 1.21277 -0.77821  -0.085
N8 -0.32624 2.38241 0.58915  0.002
N9 -2.12406 0.06146 0.87024  -0.018
C1 2.52713 -4.13012 -1.62340  -0.074
C2 -1.06977 -3.40804 -1.33644  -0.671
C3 -0.65813 2.76129 -4.24875  -0.033
C4 -1.63654 -2.43886 -2.38034  -0.102
C5 0.89985 -5.53805 2.38736  -0.051
C6 -2.14589 -3.72694 -0.28518  -0.086
C7 -1.54730 1.17088 -2.59371  0.055
C8 0.46722 -3.51546 1.12702  -0.355
C9 -1.64978 4.99925 2.71726  -0.004
C10 -2.35430 4.73004 -3.23863  -0.020
C11 1.89927 -0.17215 4.13756  -0.023
C12 1.88681 -0.44943 2.80558  -0.127
C13 -1.44545 5.02976 -4.25986  -0.211
C14 -1.54188 2.43969 -3.18856  -0.316
C15 0.89093 -4.84824 1.18436  -0.081
C16 -0.10951 3.49283 -0.18073  -0.114
C17 3.00245 -2.01423 -0.47242  -0.102
C18 -2.42223 0.57517 2.06103  -0.454
C19 -0.69822 -4.71140 -2.04418  -0.073
C20 -1.36893 6.37347 -4.78051  -0.169
C21 1.96013 -2.73308 -1.34154  -0.676
C22 0.39781 1.08943 5.70925  -0.004
C23 -0.89943 2.79988 1.70152  -0.470
C24 -0.55781 4.59504 0.48697  -0.025
C25 4.00865 2.06640 -0.40703  0.010
C26 2.01355 1.36810 -2.09866  -0.161
C27 0.01597 -2.91749 2.30449  -0.130
C28 -3.25577 -0.58016 0.43240  -0.133
C29 -4.23922 -0.45225 1.36302  -0.021
C30 3.17716 1.84246 -2.64218  0.013
C31 4.23785 2.19342 -1.78881  -0.295
C32 -4.42941 0.67522 3.60083  -0.004
C33 0.47326 -4.91788 3.55512  -0.057
C34 0.01918 -3.60920 3.50921  -0.067
C35 -2.40175 3.46144 -2.71287  -0.035
C36 1.77368 -2.02291 -2.68848  -0.091
C37 -0.60806 4.03203 -4.77215  -0.014
C38 2.80427 1.58879 0.03357  -0.151
C39 0.12377 0.74365 3.21076  -0.455
H1 -1.82198 -1.44898 -1.96882  0.017
H2 2.75070 -1.84768 -3.14596  0.099
H3 -2.34791 -2.89924 0.39518  0.049
H4 -5.34313 0.09155 3.64933  0.100
H5 -3.01510 5.50544 -2.87405  0.126
H6 1.27475 -1.05848 -2.59051  0.033
H7 -3.07595 -3.97530 -0.80389  0.100
H8 1.18152 1.12227 -2.74687  0.075
H9 -4.68116 1.73201 3.56477  0.096
H10 -0.03251 -4.54908 -2.89135  0.073
H11 -5.25240 -0.81720 1.38674  0.137
H12 2.86944 -4.62426 -0.71797  0.076
H13 -3.10201 3.22777 -1.91843  0.119
H14 -0.92508 0.37339 -2.98319  0.044
H15 3.22633 -2.59938 0.42239  0.085
H16 3.40808 -3.99842 -2.25840  0.100
H17 1.18906 -5.37387 0.29068  0.087
H18 -3.30845 -1.08381 -0.51643  0.094
H19 5.56437 2.74694 -3.25736  0.120
H20 -1.85973 -4.58326 0.32421  0.088
H21 1.84462 -4.78819 -2.15462  0.065
H22 0.35548 3.44212 -1.15145  0.104
H23 -0.96628 -2.32135 -3.23341  0.074
H24 -0.56057 0.67771 6.01268  0.092
H25 4.76552 2.35797 0.30994  0.123
H26 3.92844 -1.90010 -1.04265  0.102
H27 -0.56491 5.63864 0.21897  0.134
H28 2.60786 1.52009 1.09508  0.097
H29 0.34752 2.17457 5.70154  0.091
H30 0.06624 4.27063 -5.58368  0.127
H31 -0.34269 -3.12795 4.40932  0.107
H32 -0.02812 1.98310 -4.66570  0.115
H33 1.19031 -2.63404 -3.37900  0.077
H34 -1.10531 4.90117 3.65283  0.091
H35 -1.58625 6.02934 2.38117  0.098
H36 0.48033 -5.46128 4.49105  0.115
H37 6.16097 2.90374 -1.65500  0.120
H38 1.22646 -6.56968 2.40962  0.117
H39 2.69134 -1.01999 -0.16033  0.021
H40 -0.25431 -5.44885 -1.37483  0.078
H41 2.59161 -0.44368 4.91654  0.136
H42 -3.83306 0.46874 4.48434  0.085
H43 3.26619 1.95251 -3.71611  0.124
H44 -2.58397 -2.82806 -2.76270  0.102
H45 -2.69494 4.74311 2.87055  0.092
H46 -1.61899 -5.15018 -2.43909  0.102
H47 2.58512 -1.03864 2.23334  0.106
H48 1.15744 0.77755 6.41866  0.099
H49 -0.37141 -1.90500 2.27557  0.059
H50 -2.26471 0.94153 -1.81571  0.042

Forces on the atoms, in the same order (eV/Å):
0.049 0.182 0.378
-0.139 -0.001 0.217
0.072 0.170 0.218
-0.089 0.159 0.046
-0.003 -0.021 0.206
-0.071 -0.037 0.030
0.002 -0.006 0.004
0.202 -0.152 -0.119
-0.194 0.072 0.132
0.191 -0.305 -0.413
-0.063 0.057 -0.296
-0.004 -0.203 -0.132
0.024 -0.049 -0.046
-0.078 0.028 -0.045
0.046 0.017 -0.106
0.004 -0.042 -0.087
-0.014 0.022 -0.002
-0.026 -0.033 -0.010
-0.111 0.124 -0.224
0.012 -0.019 0.058
0.097 -0.105 -0.131
-0.062 -0.027 0.070
-0.109 0.102 0.076
-0.033 0.075 -0.175
0.031 0.315 -0.137
0.056 -0.144 0.203
-0.021 0.030 0.032
0.045 -0.137 0.070
0.032 -0.015 -0.040
-0.014 -0.004 -0.057
-0.082 -0.072 -0.058
-0.024 -0.319 0.119
0.037 -0.055 -0.023
0.073 -0.066 -0.202
0.062 0.163 -0.003
-0.043 -0.026 0.134
-0.009 0.037 0.022
-0.178 0.001 0.079
-0.149 -0.040 -0.037
0.149 0.149 -0.120
0.034 0.043 0.177
-0.019 0.035 -0.010
0.196 0.084 -0.088
0.104 -0.096 -0.176
0.012 -0.002 -0.022
0.004 -0.001 -0.083
-0.049 0.078 0.028
0.037 0.012 -0.025
0.032 -0.065 -0.003
-0.223 0.070 0.061
0.115 0.020 0.084
-0.030 0.055 0.072
-0.018 -0.010 0.011
0.046 -0.012 -0.029
-0.019 -0.003 0.013
0.009 -0.015 0.001
-0.022 0.012 0.034
0.030 -0.003 0.024
0.068 -0.037 0.030
0.007 0.028 -0.020
-0.036 0.001 0.022
0.034 0.028 0.006
-0.022 -0.021 0.058
0.027 0.020 -0.033
-0.037 0.011 0.003
-0.008 -0.006 -0.021
-0.016 -0.019 0.016
0.063 0.026 -0.035
0.033 0.021 0.017
-0.009 0.002 0.002
0.001 -0.008 -0.008
0.046 0.041 0.043
-0.049 -0.011 0.036
-0.027 0.012 0.038
-0.038 -0.012 -0.009
-0.012 -0.023 -0.026
-0.005 -0.041 0.034
-0.005 -0.038 0.023
0.008 -0.071 0.023
-0.009 0.031 -0.022
-0.003 -0.009 0.012
0.004 -0.001 -0.002
-0.003 0.030 0.014
0.051 0.004 0.021
0.014 -0.021 0.015
-0.004 0.018 0.009
-0.004 0.006 -0.015
-0.005 0.004 0.005
0.007 0.023 0.000
-0.057 0.099 -0.037
-0.015 0.048 -0.006
-0.032 0.007 -0.014
0.024 0.001 0.016
0.003 -0.014 0.050
0.043 -0.006 -0.004
-0.022 -0.025 -0.003
0.029 -0.007 0.003
-0.043 0.041 0.020
0.005 -0.002 0.024
0.027 -0.144 -0.007
0.057 -0.012 0.018

The value obtained for the HOMO-LUMO gap (alpha / beta) is 7.491 / 7.419 eV. As for the expectation value of S²: 6.05. As for the spin multiplicity: 5. The charge is +2.